Version i
C2H3N3S2 | ωB97M-V with the def2-TZVPD basis set

## Properties
- net charge = 0
- 2S+1 = 1
- SMILES = Sc1nn[nH]c1S
- highest occupied orbital energy (eV) = -8.45

CARTESIAN COORDINATES (ANGSTROEM)
C  0.631  -0.264  -0.159
C  -0.705  0.246  -0.129
H  2.498  -1.577  0.043
H  -1.365  1.990  0.578
H  -1.518  -1.944  0.045
N  1.448  0.836  -0.180
N  0.731  1.938  -0.126
N  -0.530  1.502  0.070
S  1.068  -1.950  -0.018
S  -2.257  -0.778  -0.123

Version ii
C2H3N3S2 | ωB97M-V with the def2-TZVPD basis set

## Properties
- net charge = 0
- 2S+1 = 1
- highest occupied orbital energy (alpha / beta) (eV) = -8.48 / -8.48

CARTESIAN COORDINATES (ANGSTROEM)
C  1.595  1.015  2.659
C  0.569  1.539  0.892
N  0.587  0.706  1.823
N  2.247  2.098  2.459
N  -1.298  -0.072  -1.906
S  1.857  2.705  0.995
S  -1.607  1.274  -1.004
H  1.680  0.335  3.427
H  -1.953  -0.800  -1.685
H  -1.218  0.125  -2.889

Version iii
C2H3N3S2 | ωB97M-V with the def2-TZVPD basis set

## Properties
- net charge = 0
- 2S+1 = 1
- SMILES = SNc1nncs1
- highest occupied orbital energy (eV) = -9.15

CARTESIAN COORDINATES (ANGSTROEM)
C  0.671  -2.582  -0.887
C  0.174  -0.423  -0.196
N  -0.568  -2.279  -1.001
N  -0.858  -1.045  -0.606
N  0.051  1.219  0.427
S  1.665  -1.305  -0.243
S  -1.063  2.139  -0.424
H  1.083  -3.531  -1.160
H  0.991  1.566  0.270
H  -2.064  1.945  0.443

Most favorable first, least favorable last: version i, version iii, version ii

Version i
C5H10O2S | ωB97M-V with the def2-TZVPD basis set

## Properties
- net charge = 0
- 2S+1 = 1
- highest occupied orbital energy (alpha / beta) (eV) = -7.91 / -7.91

CARTESIAN COORDINATES (ANGSTROEM)
C  -2.583  -0.949  -1.067
C  0.723  1.167  -0.067
C  -0.475  2.059  0.098
C  0.605  -0.039  0.694
C  1.135  -1.416  0.240
O  -2.604  -0.160  1.440
O  -1.566  1.310  -0.429
S  -1.815  -0.230  0.189
H  -3.117  -1.776  -0.694
H  -1.812  -1.007  -1.829
H  0.711  0.971  -1.125
H  1.586  1.701  0.124
H  -0.857  2.276  1.090
H  -0.454  2.954  -0.505
H  0.435  0.133  1.756
H  2.203  -1.473  0.326
H  0.831  -1.586  -0.749
H  0.632  -2.125  0.932

Version ii
C5H10O2S | ωB97M-V with the def2-TZVPD basis set

## Properties
- net charge = 0
- 2S+1 = 1
- SMILES = CSCCCC(=O)O
- highest occupied orbital energy (eV) = -8.41

CARTESIAN COORDINATES (ANGSTROEM)
O  -0.904  -2.443  0.457
C  -0.210  -2.305  -0.504
O  0.388  -3.340  -1.158
C  -0.068  -1.063  -1.362
C  0.327  0.295  -0.699
C  -0.307  0.526  0.697
S  -0.219  2.314  1.228
C  0.931  3.123  0.067
H  0.249  -4.175  -0.731
H  0.521  -1.225  -2.260
H  -1.091  -0.869  -1.685
H  0.001  1.088  -1.365
H  1.404  0.299  -0.565
H  -1.293  0.088  0.764
H  0.329  0.093  1.455
H  0.369  3.654  -0.695
H  1.533  3.858  0.609
H  1.713  2.473  -0.324

Most favorable first, least favorable last: version ii, version i